(1)
18
Properties=species:S:1:pos:R:3 method="wB97M-V/def2-TZVPD" smiles="C=C(O)N(C)CC" de_lowest_kcal_mol=44.7 homo_ev=-7.51
C -2.11 0.43 -0.67
C -1.30 -0.54 0.19
N 0.09 -0.13 0.38
C 0.36 0.81 1.45
C 1.09 -0.49 -0.46
O 0.69 -1.12 -1.60
C 2.43 -0.31 -0.33
H -3.15 0.09 -0.73
H -1.70 0.48 -1.68
H -2.12 1.44 -0.24
H -1.30 -1.53 -0.27
H -1.75 -0.63 1.18
H 0.27 0.33 2.43
H 1.38 1.20 1.33
H -0.34 1.66 1.41
H 2.95 0.01 -1.23
H 1.57 -1.50 -1.79
H 2.94 -0.20 0.61

***

(2)
7
Properties=species:S:1:pos:R:3 method="wB97M-V/def2-TZVPD" spin_multiplicity=3 de_lowest_kcal_mol=0.0 charge=+1 homo_ev="-10.47 / -13.85"
Yb 3.36 -0.87 0.62
S 0.32 -0.16 -1.19
O 1.23 -1.11 -0.32
C -0.97 0.25 -0.13
F -1.23 -0.59 0.83
F -2.09 0.57 -0.72
F -0.62 1.92 0.93

***

(3)
58
Properties=species:S:1:pos:R:3 method="wB97M-V/def2-TZVPD" spin_multiplicity=4 de_lowest_kcal_mol=125.8 homo_ev="-5.50 / -4.75"
C 0.24 1.92 2.92
C 0.60 2.20 1.57
C -0.64 2.34 0.80
H 1.58 2.53 1.20
C -1.72 1.98 1.72
C -1.14 1.72 3.02
H -1.67 1.77 4.00
H 0.88 1.97 3.81
H -0.73 2.57 -0.27
H -2.78 2.09 1.54
V -0.40 0.42 1.34
C 2.84 -2.87 -0.74
H 3.18 -1.88 -1.19
H 2.09 -3.45 -1.31
H 2.85 -3.14 0.32
Si 0.02 0.19 -0.78
C 1.43 -0.16 -2.00
C 2.52 0.71 -2.21
H 2.85 1.45 -1.48
C 3.29 0.63 -3.39
H 4.12 1.32 -3.53
C 3.04 -0.35 -4.34
H 3.68 -0.48 -5.22
C 1.97 -1.23 -4.18
H 1.76 -2.00 -4.92
C 1.17 -1.14 -3.02
H 0.35 -1.88 -3.03
C -1.28 0.85 -1.90
C -1.01 1.18 -3.24
H -0.01 0.86 -3.57
C -2.01 1.76 -4.05
H -1.83 1.98 -5.11
C -3.28 2.03 -3.47
H -4.06 2.55 -4.07
C -3.55 1.63 -2.14
H -4.54 1.82 -1.68
C -2.60 0.93 -1.39
H -2.88 0.37 -0.44
H 3.78 -3.48 -1.06
H 2.09 -1.90 -0.03
N -4.03 0.18 1.69
C -3.21 -0.73 2.20
N -1.88 -0.85 2.01
C -1.29 -1.75 2.93
C -2.21 -2.30 3.83
S -3.80 -1.71 3.58
C 0.12 -1.66 3.15
C 0.86 -2.18 4.18
S 2.52 -1.71 4.04
C 2.16 -0.60 2.83
N 0.86 -0.72 2.44
N 3.07 0.16 2.22
H -5.00 0.18 1.95
H -3.71 0.65 0.80
H -1.92 -2.88 4.68
H 0.46 -2.81 4.94
H 3.97 0.25 2.68
H 2.86 0.67 1.32

***

(4)
9
Properties=species:S:1:pos:R:3 method="wB97M-V/def2-TZVPD" de_lowest_kcal_mol=47.9 homo_ev="-9.95 / -8.96"
C 0.29 -0.29 -0.55
C 0.91 1.01 -0.74
N -0.81 -0.53 0.28
O 0.68 -1.22 -1.23
I 0.15 2.82 -0.21
I 2.09 0.44 2.86
H 1.84 0.85 -1.08
H -0.99 0.27 0.82
H -0.95 -1.43 0.72